(1)
The following is a quantum chemistry calculation of a structure of composition C21H52Ge2N2O6RuS2Se, from the OMol25 dataset.

```
87
Properties=species:S:1:pos:R:3:forces:R:3
Ru 0.154868 0.566013 0.223971 -0.4 0.8 0.3
C 3.757724 2.390751 -1.396737 0.0 0.0 0.0
C 3.043303 1.094366 -1.054624 -0.1 -0.1 0.0
C 3.727092 0.410231 0.111354 0.1 -0.1 0.1
C 2.949717 0.173905 -2.259254 0.1 0.0 -0.1
O 1.680743 1.444779 -0.664114 0.2 0.3 0.0
Ge 0.505631 2.807338 -1.572848 -0.1 0.0 0.0
O -0.125943 2.938555 0.166286 0.1 0.0 0.0
C -1.050497 3.905524 0.719696 -0.1 -0.1 0.0
C -2.250584 3.131436 1.243913 -0.1 0.0 0.0
C -1.474235 4.894844 -0.355818 0.0 0.0 0.0
C -0.331974 4.622288 1.850517 0.0 0.0 0.0
O -0.568468 1.107990 -1.569332 0.1 -0.2 -0.5
C -1.498233 0.625393 -2.593079 0.0 0.1 0.2
C -2.902344 1.034209 -2.191119 -0.1 0.0 0.0
C -1.095039 1.259520 -3.913493 0.0 0.0 -0.1
C -1.344263 -0.877255 -2.657901 0.0 -0.2 0.0
H 4.808795 2.187425 -1.605542 0.0 0.0 0.0
H 3.706328 3.089342 -0.560835 0.0 0.0 0.0
H 3.334724 2.861652 -2.285727 0.0 0.0 0.0
H 4.729774 0.103062 -0.187245 0.0 0.0 0.0
H 3.186354 -0.490522 0.420464 0.0 0.1 0.0
H 3.816464 1.077619 0.968816 0.0 0.0 0.0
H 3.943800 -0.081953 -2.630630 0.0 0.0 0.0
H 2.397484 0.651027 -3.071374 0.0 0.0 0.0
H 2.438806 -0.754288 -1.991972 0.0 0.0 0.0
H -2.738105 2.583791 0.435467 0.0 0.0 0.0
H -2.980016 3.807758 1.693551 0.0 0.0 0.0
H -1.931786 2.412923 2.005968 0.0 0.0 0.0
H -1.981141 4.386524 -1.181805 0.0 0.0 0.0
H -0.616494 5.446113 -0.747648 0.0 0.0 0.0
H -2.173659 5.624228 0.054301 0.0 0.0 0.0
H -0.019587 3.900746 2.607689 0.0 0.0 0.0
H -0.987826 5.355491 2.323811 0.0 0.0 0.0
H 0.551173 5.141780 1.475356 0.0 0.0 0.0
H -2.987427 2.121899 -2.148636 0.0 0.0 0.0
H -3.154188 0.621445 -1.214148 0.0 0.0 0.0
H -3.626272 0.670164 -2.921858 0.0 0.0 0.0
H -1.213056 2.344791 -3.899073 0.0 0.0 0.0
H -1.737342 0.876531 -4.707904 0.0 0.0 0.0
H -0.061771 1.015873 -4.170277 0.0 0.0 0.0
H -1.648175 -1.346127 -1.719972 0.0 0.0 -0.1
H -0.304666 -1.138837 -2.885214 -0.1 0.0 0.0
H -1.969404 -1.283036 -3.454583 0.0 0.0 0.0
C -1.798391 0.603685 4.875011 0.0 0.0 -0.1
N -0.750433 0.390160 3.873059 0.0 0.2 0.2
C 0.330759 1.106311 3.678583 0.0 0.0 0.1
S 1.314969 0.945503 2.231805 0.0 -0.4 0.1
N 0.815820 1.984154 4.548437 -0.1 0.1 0.0
C 0.550411 2.080693 5.989500 0.1 0.0 -0.1
H -2.735175 0.257174 4.446018 0.0 0.0 0.0
H -1.901174 1.660539 5.097960 0.0 0.0 0.0
H -1.614611 0.044769 5.789713 0.0 0.0 0.0
H -0.888329 -0.395347 3.237452 0.1 -0.1 0.1
H 1.557922 2.564832 4.188771 0.0 0.0 0.0
H 0.311787 1.102308 6.392715 0.0 0.0 0.0
H -0.248427 2.783522 6.213326 0.0 0.0 0.0
H 1.461886 2.426363 6.468233 0.0 0.0 0.0
C -3.604273 -1.545080 1.798353 -0.1 0.0 -0.1
S -1.927032 -1.613374 1.276962 0.0 0.0 -0.1
O -1.794782 -2.581881 0.209350 0.0 0.0 0.0
O -1.077957 -1.904348 2.424740 0.0 0.1 0.0
O -1.659400 -0.199652 0.781234 0.0 -0.2 0.1
H -3.771104 -2.388220 2.467131 0.0 0.0 0.0
H -4.240762 -1.627692 0.918786 0.0 0.1 0.0
H -3.774025 -0.598813 2.309230 0.0 -0.1 0.0
C -1.290214 -4.361868 -2.869012 0.0 -0.1 0.0
Ge 0.630656 -4.495969 -2.605096 0.0 -0.1 0.0
C 1.280030 -6.317789 -2.804879 0.0 0.0 0.0
C 1.693622 -3.247513 -3.653044 0.0 0.1 0.0
C 0.993292 -4.187209 -0.639378 -0.1 0.0 0.1
Se 1.000333 -2.419092 0.112966 0.2 -0.3 -0.1
C 1.905464 -2.783737 1.776285 0.0 0.0 -0.1
H -1.514132 -4.114932 -3.907398 0.0 0.0 0.0
H -1.745375 -3.613348 -2.226634 0.0 0.1 0.0
H -1.751210 -5.324339 -2.644579 0.0 0.0 0.0
H 1.100022 -6.663265 -3.823697 0.0 0.0 0.0
H 0.761665 -6.995115 -2.125262 0.0 0.0 0.0
H 2.351722 -6.378807 -2.613658 0.0 0.0 0.0
H 1.472366 -3.403230 -4.710220 0.0 0.0 0.0
H 2.758087 -3.436208 -3.505479 0.0 0.0 0.0
H 1.488189 -2.199743 -3.427174 0.0 -0.1 0.0
H 1.958884 -4.604159 -0.348406 0.0 0.0 0.0
H 0.217755 -4.707471 -0.064728 0.0 0.0 0.0
H 2.896597 -3.167750 1.536571 0.0 0.0 0.0
H 1.317532 -3.533959 2.301027 0.0 0.0 0.0
H 1.956778 -1.855391 2.337061 0.0 0.0 0.0
```
Positions in Å, forces in eV/Å.

Output
Strongest force on any atom in hartree/bohr: 0.0173
Energy above the lowest of the compared OMol25 structures with the same formula, charge and spin in kJ/mol: 0.0
LUMO energy (spin up / spin down) in eV: -5.78 / -8.38
Total charge: +2
<S²>: 6.019
Spin multiplicity: 5

For each atom in turn, the Mulliken charge in e is:
1 Ru 1.774
2 C -1.940
3 C 1.334
4 C -1.749
5 C -0.989
6 O -0.055
7 Ge -0.556
8 O 0.035
9 C 1.640
10 C -1.381
11 C -1.992
12 C -1.369
13 O 1.782
14 C 1.570
15 C -1.477
16 C -1.803
17 C -1.447
18 H 0.482
19 H 0.385
20 H 0.471
21 H 0.523
22 H 0.156
23 H 0.377
24 H 0.613
25 H 0.254
26 H -0.175
27 H 0.125
28 H 0.564
29 H 0.057
30 H 0.369
31 H 0.478
32 H 0.482
33 H 0.087
34 H 0.436
35 H 0.359
36 H 0.321
37 H 0.036
38 H 0.494
39 H 0.495
40 H 0.486
41 H 0.286
42 H -0.011
43 H 0.049
44 H 0.648
45 C -1.163
46 N 0.166
47 C 0.478
48 S -0.478
49 N -0.086
50 C -1.065
51 H 0.229
52 H 0.453
53 H 0.399
54 H -0.036
55 H 0.318
56 H 0.352
57 H 0.351
58 H 0.366
59 C -1.124
60 S 0.348
61 O -0.477
62 O -0.700
63 O -0.370
64 H 0.415
65 H 0.390
66 H 0.313
67 C -0.915
68 Ge 0.530
69 C -1.222
70 C -0.906
71 C -1.421
72 Se 0.561
73 C -1.220
74 H 0.367
75 H 0.151
76 H 0.430
77 H 0.392
78 H 0.396
79 H 0.373
80 H 0.433
81 H 0.354
82 H 0.069
83 H 0.621
84 H 0.566
85 H 0.542
86 H 0.428
87 H 0.169



(2)
The following is a quantum chemistry calculation of the molecule C3H6N2O2 in a non-equilibrium geometry, from the OMol25 dataset.

```
13
Properties=species:S:1:pos:R:3:forces:R:3
C 0.741087 -0.053944 1.744706 -2.6 3.1 -0.4
N 0.019256 0.766981 0.859242 1.4 -1.0 -1.3
C 0.348697 0.859199 -0.572289 -0.6 0.0 0.8
C -0.229486 -0.287122 -1.402435 -1.0 -1.3 -0.5
N -0.983222 -1.261069 -0.752401 0.8 1.8 0.9
O 0.013546 -0.361510 -2.580859 0.4 0.2 -0.5
O 0.479382 0.147677 2.910292 1.2 -1.6 0.3
H 1.409870 -0.730612 1.195853 0.3 -0.3 0.7
H -0.653825 1.396572 1.254885 0.1 0.1 0.3
H 1.429125 0.775511 -0.715491 0.0 0.1 0.0
H 0.044750 1.852030 -0.978577 0.1 -0.9 0.2
H -1.343130 -2.113744 -1.134032 0.1 0.2 -0.6
H -1.276050 -0.989967 0.171106 -0.1 -0.4 0.1
```
Positions in Å, forces in eV/Å.

Output
Strongest force on any atom in hartree/bohr: 0.0797
Energy above the lowest of the compared OMol25 structures with the same formula, charge and spin in kJ/mol: 103.8
LUMO energy in eV: 0.72

For each atom in turn, the Mulliken charge in e is:
1 C 0.143
2 N -0.269
3 C -0.384
4 C 0.421
5 N -0.332
6 O -0.594
7 O -0.560
8 H 0.355
9 H 0.206
10 H 0.258
11 H 0.333
12 H 0.201
13 H 0.222



(3)
The following is a quantum chemistry calculation of the molecule C3H5NO3 in a non-equilibrium geometry, from the OMol25 dataset.

```
12
Properties=species:S:1:pos:R:3:forces:R:3
C 1.396451 -0.654834 -0.229689 -0.4 -0.5 -1.4
C -0.905273 0.328363 -0.187243 -0.8 -0.1 -0.3
N -0.787964 1.094342 0.931256 -0.2 -0.3 0.6
C 0.026980 -0.470359 -0.724854 1.1 -0.5 -0.3
O 1.569845 -0.359732 1.069758 0.9 0.1 0.6
O -2.143743 0.452869 -0.765326 0.6 0.2 -0.1
O 2.311501 -1.086888 -0.908488 -0.5 0.2 0.6
H 2.521851 -0.542667 1.216614 -0.5 0.2 0.1
H -2.053523 0.282120 -1.717523 -0.1 -0.1 0.4
H -0.067624 0.752382 1.568484 -0.3 0.3 -0.3
H -1.690400 1.237092 1.375204 0.3 0.2 -0.1
H -0.178102 -1.032687 -1.628193 -0.1 0.3 0.0
```
Positions in Å, forces in eV/Å.

Output
Strongest force on any atom in hartree/bohr: 0.0306
Energy above the lowest of the compared OMol25 structures with the same formula, charge and spin in kJ/mol: 67.8
LUMO energy in eV: 0.60

For each atom in turn, the Mulliken charge in e is:
1 C 0.433
2 C 0.695
3 N -0.478
4 C -0.534
5 O -0.497
6 O -0.509
7 O -0.591
8 H 0.339
9 H 0.326
10 H 0.278
11 H 0.275
12 H 0.262